# 1
# C18H24BrFIInN3O4

A structure of composition C18H24BrFIInN3O4 (the ωB97M-V functional and the def2-TZVPD basis, the OMol25 dataset).

Geometry as ORCA input:
```
! RIJCOSX wB97M-V def2-TZVPD def2/J DEFGRID3
* xyz -1 1
H 2.858 2.942 2.131
N 2.156 2.216 1.988
C 0.561 -6.489 1.078
H -2.660 -0.379 0.031
In 0.399 3.119 1.110
H 4.278 0.368 2.045
H 1.842 1.062 0.268
C 3.433 0.093 1.377
H -3.855 0.942 0.002
C -3.244 0.313 0.674
C -2.161 1.171 1.440
C -1.378 3.365 -4.330
N 3.128 -4.583 3.833
H 1.535 -5.301 -0.421
H -0.606 0.818 -0.123
O -4.131 1.661 -2.892
C -2.158 5.283 -5.556
H -1.950 6.144 -6.179
I -1.321 -0.187 2.934
H -0.097 4.702 -5.408
H 1.916 -0.132 2.920
O 3.044 -4.899 5.002
O 3.885 -3.745 3.400
H -4.760 3.665 -4.120
C -1.115 4.472 -5.124
C 2.384 -0.766 2.153
H -0.561 2.740 -3.996
C 2.333 -4.927 1.533
H -2.640 1.987 2.002
C -2.690 3.080 -3.981
H -4.277 5.628 -5.525
C 1.482 -5.550 0.631
H 3.045 -4.194 1.180
O -2.030 1.234 -2.803
C 0.491 -6.815 2.427
H -0.107 -6.968 0.372
H 3.355 1.993 0.179
C 1.339 -6.198 3.336
H 2.935 -1.574 2.703
H -3.838 -0.310 1.368
H 3.860 -0.454 0.511
C 2.726 1.391 0.870
C -3.468 4.993 -5.190
C -1.131 1.654 0.384
H -1.700 2.166 -0.423
Br -0.519 4.806 2.887
F 1.145 4.112 -0.585
H 1.678 -1.178 1.411
C -3.739 3.886 -4.399
H 1.280 -6.455 4.384
C 2.249 -5.255 2.879
H -0.228 -7.547 2.772
N -2.971 1.901 -3.163
*
```

DFT total energy in eV: -117748.0830
Orbital gap in eV: 6.17

These are the Mulliken partial charges, in e, on atoms 1 to 4: atom 1 (H): 0.23, atom 2 (N): -0.68, atom 3 (C): -0.40, atom 4 (H): 0.32



# 2
# C54H68N4P2ReSi

A structure of composition C54H68N4P2ReSi (the ωB97M-V functional and the def2-TZVPD basis, the OMol25 dataset).

Geometry as ORCA input:
```
! RIJCOSX wB97M-V def2-TZVPD def2/J DEFGRID3
* xyz 2 2
H -3.319 0.106 3.466
H -1.650 1.646 -2.779
H -3.691 -1.300 -1.270
H -1.374 -3.976 5.339
H 3.600 -0.375 3.067
H -1.719 0.285 -4.821
C 0.520 -3.541 4.424
Re -0.334 -1.014 -0.739
C 3.069 3.740 -1.361
H 0.418 1.308 1.931
H -3.659 2.399 4.284
N -0.202 -3.253 -0.453
H 0.699 -7.002 -0.025
H -5.031 4.444 -1.681
H 3.889 4.328 -1.773
C 0.765 -3.848 -1.186
C 5.658 -2.003 0.790
H 2.135 3.513 4.989
C 3.889 -1.198 2.422
H -3.370 0.624 -0.818
H 2.562 -3.478 0.959
H 3.821 -2.100 3.031
H -3.597 -2.720 0.345
C 0.447 -5.957 -0.151
C -4.788 -2.539 -2.635
H 1.419 1.834 -0.245
C 1.681 0.155 -5.083
C 0.752 3.875 -0.312
H 2.890 2.948 -3.382
H 1.089 -4.162 5.107
C -2.182 0.695 1.733
H -2.658 -2.633 3.748
H 4.780 -3.702 1.780
C 0.935 -1.014 -3.170
C 3.261 -2.736 0.559
H -3.802 -2.461 2.071
C -0.877 -4.039 0.395
H 3.455 3.285 -0.447
C -0.690 0.049 -4.577
H 2.199 5.483 -0.396
H -1.228 3.965 -2.424
C -3.440 1.404 -1.578
H 2.258 -2.887 3.373
C -3.345 3.855 -2.907
C 1.178 -2.820 3.436
C 1.886 4.646 -1.022
C 1.133 2.366 -2.275
C -2.576 3.303 2.665
C -2.908 0.939 2.902
H 2.473 0.489 -5.742
C -0.939 -1.974 2.619
H 1.812 -0.013 4.274
C -2.477 -2.550 -4.176
C 0.694 2.415 -0.805
H -4.153 2.865 -0.174
C -0.407 -0.712 -3.438
H 0.799 1.708 5.592
C 2.638 2.649 -2.362
H -3.785 0.909 -2.490
H 3.007 -0.894 -3.742
H -1.164 -5.959 1.282
C 1.120 -5.174 -1.077
C -2.506 -1.847 -2.963
C 3.004 2.300 3.419
H 0.135 1.079 -6.251
C 2.541 1.649 2.113
H 5.559 -1.489 -0.171
C -4.762 -3.228 -3.841
H -5.690 -2.525 -2.037
H 0.904 3.887 0.772
H 4.990 -3.936 0.062
C 1.989 -0.609 -3.976
H -1.691 -3.589 0.942
C -1.578 -2.673 3.644
H -3.257 3.241 -3.809
C 1.274 0.751 2.311
C -1.872 3.086 1.491
H 0.907 1.407 -2.733
C 4.707 -3.196 0.814
C 0.772 1.882 4.515
N 1.016 -1.863 -2.021
C 2.994 -1.347 1.174
H -4.347 -1.234 0.933
H -3.324 4.892 -3.240
C -2.045 2.035 -1.836
H -2.310 4.052 -1.038
H 3.113 -2.680 -0.511
C -0.577 -5.381 0.580
H 1.504 5.086 -1.947
H -1.486 3.944 0.958
C -2.151 3.559 -2.000
C -4.473 2.436 -1.128
C -1.667 1.786 1.020
C -4.661 3.544 -2.176
H -1.570 -2.585 -4.764
C -3.667 -1.857 -2.197
N 1.306 -3.060 -2.213
H 2.292 2.460 1.444
P 1.212 -0.879 1.358
H 3.338 -0.599 0.449
H -5.423 1.936 -0.931
H 1.903 -5.562 -1.717
H 3.190 1.722 -2.165
C 0.457 -2.027 2.547
H -2.721 4.315 3.023
C 1.813 2.945 4.117
H -0.187 4.394 -0.502
Si -1.884 -1.098 1.246
C -3.554 -1.964 1.130
N -1.343 -1.194 -2.484
H 0.098 -0.071 3.946
H 6.009 -1.218 2.794
C -3.602 -3.234 -4.606
P -0.849 1.450 -0.571
H 3.768 3.046 3.188
H 5.512 -0.003 1.636
C 5.340 -1.036 1.951
H 3.478 1.568 4.081
C 0.352 0.483 -5.373
H -5.641 -3.760 -4.184
H 1.365 3.670 3.428
H -3.569 -3.782 -5.539
C 0.989 0.539 3.809
H -5.425 3.253 -2.898
H 6.693 -2.338 0.848
H 3.372 1.129 1.647
H 0.570 3.116 -2.842
C -3.102 2.229 3.371
H -0.237 2.239 4.286
C -0.858 -3.443 4.549
*
```

DFT total energy in eV: -91636.1402
Orbital gap (spin up / spin down) in eV: 6.15 / 6.07

These are the Mulliken partial charges, in e, on atoms 1 to 4: atom 1 (H): 0.39, atom 2 (H): 0.26, atom 3 (H): 0.23, atom 4 (H): 0.45



Which of these has the lowest DFT total energy? C18H24BrFIInN3O4



The highest DFT total energy belongs to which entry? C54H68N4P2ReSi